Record 1
Here is C6H10F8Na4O8P2 as an isolated structure from the OMol25 dataset. Energies are from ωB97M-V with the def2-TZVPD basis set.

As for the net charge: +2. As for the highest occupied orbital energy: -16.10 eV. The calculation puts the orbital gap at 0.35758 Ha. The spin multiplicity is 1. The value obtained for the LUMO energy is -0.2343 Eh.

Each line ends with the natural charge from an NBO analysis.
CARTESIAN COORDINATES (ANGSTROEM)
P1 -4.68969 1.61109 -2.08923  2.60
O1 3.08377 -2.92791 0.79106  -0.47
O2 2.52167 -3.57816 -1.23563  -0.49
F1 -5.71301 2.81767 -1.88722  -0.56
F2 -0.77140 0.85168 -3.49947  -0.61
H1 5.10034 -3.02086 0.46553  0.21
Na1 -2.38382 2.03773 0.55527  0.98
Na2 -1.27607 -2.69307 -0.69515  0.99
P2 -0.14661 0.60490 -2.05731  2.64
O3 1.02496 -2.53881 0.06398  -0.67
Na3 -2.59803 0.85995 -4.80367  0.99
H2 0.51143 2.97533 0.98067  0.19
C1 2.13243 -2.91083 -0.12872  1.00
H3 4.33879 -4.61859 0.88066  0.22
H4 2.28044 3.08039 1.13641  0.21
F3 -4.90666 1.18231 -0.52184  -0.60
C2 1.42035 2.43077 1.23289  -0.27
F4 -4.52657 1.97188 -3.66301  -0.61
H5 1.47500 1.55768 0.58014  0.18
H6 4.18898 -4.74960 -1.61247  0.23
F5 -3.57443 0.42858 -2.26666  -0.62
H7 -1.65256 -0.10284 4.34979  0.19
H8 -0.55767 0.08397 5.75577  0.22
F6 -5.88037 0.59593 -2.48508  -0.57
C3 0.10234 1.51871 2.93229  1.02
O4 -0.94894 1.84616 2.43721  -0.75
O5 -0.60363 -0.68916 -1.53941  -1.19
F7 -0.92559 1.73003 -1.26090  -0.60
O6 0.26346 0.81638 4.02752  -0.46
C4 4.23667 -3.67139 0.36124  -0.10
Na4 3.28188 1.89052 -2.68517  1.00
H9 -1.38406 1.45495 5.06753  0.20
C5 3.94669 -3.80844 -1.12484  -0.10
C6 -0.88732 0.51294 4.81811  -0.27
O7 1.32271 1.87583 2.54634  -0.47
H10 4.40902 -3.03310 -1.74489  0.18
O8 1.26904 1.01962 -2.01989  -1.23
F8 -3.48355 2.58779 -1.66186  -0.61

Record 2
Here is C30H18Cl4N7O2ReS2 as an isolated structure from the OMol25 dataset. Energies are from ωB97M-V with the def2-TZVPD basis set.

As for the net charge: -1. As for the expectation value of S²: 3.768. As for the highest occupied orbital energy (spin up / spin down): -4.61 / -5.27 eV. The calculation puts the orbital gap (spin up / spin down) at 0.25360 / 0.25776 Ha. The calculation puts the relative energy (zero: lowest compared OMol25 entry of this formula, charge and spin) at 0.000 eV. The spin multiplicity is 4. The value obtained for the LUMO energy (spin up / spin down) is 0.0843 / 0.0640 Eh.

Each line ends with the natural charge from an NBO analysis.
CARTESIAN COORDINATES (ANGSTROEM)
C1 -1.43770 -4.48482 1.04365  -0.06
N1 0.10499 -0.63834 0.05368  -0.77
C2 4.06044 -0.51329 -0.97965  -0.01
H1 2.34651 -0.38222 -5.79028  0.21
H2 -2.16384 1.03278 4.36729  0.21
H3 0.12164 -5.17700 -0.25828  0.20
O1 0.39464 2.01979 -0.89550  -0.74
N2 2.77466 -0.14218 -0.83964  -0.14
H4 -3.00132 -5.80215 1.71981  0.21
C3 -1.64722 2.57427 0.05677  0.23
N3 3.47025 1.76430 5.93793  -0.33
S1 1.67661 3.37025 1.37296  -0.03
C4 -2.43537 0.39755 3.53944  -0.03
C5 -1.20862 3.14183 -2.26496  -0.12
H5 -1.93568 -6.51103 0.50470  0.21
C6 -1.98012 -3.34222 1.60585  -0.19
H6 3.88413 1.02899 1.88439  0.24
N4 -1.51859 -0.38076 2.99432  -0.26
C7 1.30548 -0.17206 -5.54211  -0.63
Re1 0.66277 1.22159 0.94391  1.37
C8 0.15337 -3.05545 -0.07882  -0.26
C9 -1.48747 -2.07333 1.32535  0.09
C10 1.71779 -0.32995 -1.77513  0.07
H7 1.00076 -2.96129 -0.74593  0.21
H8 3.00012 0.11669 -3.42592  0.21
C11 0.43497 -0.62509 -1.31698  0.27
C12 -3.29245 3.78301 -1.24185  -0.10
N5 -2.13302 -0.98335 1.96465  -0.20
H9 1.10298 0.86823 -5.80867  0.22
O2 -1.19188 1.96863 1.14422  -0.69
H10 4.37481 -1.06549 -1.84796  0.23
H11 5.78967 -0.22587 0.35375  0.23
Cl1 -0.12990 3.08133 -3.61022  0.02
C13 4.74686 -0.08477 0.13418  -0.32
H12 -4.06755 -1.03118 1.10047  0.22
C14 -0.53774 -0.85240 -2.29469  -0.24
C15 -0.79621 2.57936 -1.06867  0.30
C16 -0.34903 -4.31086 0.19534  -0.19
C17 -3.67014 0.28126 2.87417  -0.33
Cl2 -3.86497 3.31424 1.37802  0.03
C18 3.33711 4.18844 3.34105  0.27
C19 -1.96827 -5.85331 1.37468  -0.62
H13 -1.03718 -0.90850 -4.36757  0.21
H14 0.67213 -0.80104 -6.16843  0.21
C20 2.00454 -0.19215 -3.12738  -0.21
C21 -3.43624 -0.62858 1.87506  -0.04
N6 2.60267 0.50897 0.32824  -0.28
C22 -2.46896 3.73910 -2.35773  -0.10
H15 -2.81671 -3.41247 2.29260  0.21
C23 1.02641 -0.40148 -4.08256  -0.02
Cl3 -4.84409 4.54026 -1.34257  0.02
C24 -0.40558 -1.87907 0.45554  0.26
H16 -1.38012 -6.32622 2.16505  0.21
N7 4.03124 5.04343 3.67554  -0.32
Cl4 -2.98567 4.42316 -3.85863  0.02
C25 3.78801 0.55370 0.92265  0.02
C26 -0.24884 -0.75022 -3.64012  -0.19
C27 2.94535 1.89365 4.92146  0.27
C28 2.46433 3.14354 2.90365  -0.29
S2 1.17366 0.74782 3.24062  0.00
H17 -1.54127 -1.09165 -1.96418  0.22
H18 -4.58447 0.81331 3.06852  0.22
C29 2.27552 2.03645 3.66635  -0.32
C30 -2.87816 3.21383 -0.03141  -0.10

Record 3
Here is a single C18H24N2O3 molecule from the OMol25 dataset. Energies are from ωB97M-V with the def2-TZVPD basis set.

As for the highest occupied orbital energy: -8.56 eV. The calculation puts the orbital gap at 0.31869 Ha. Its SMILES is CCCC[C@H](CC)CNC(=O)C(=O)[C@H]1C(=O)Nc2ccccc21. The calculation puts the relative energy (zero: lowest compared OMol25 entry of this formula, charge and spin) at 0.390 eV. The spin multiplicity is 1. The value obtained for the LUMO energy is 0.0042 Eh.

Each line ends with the natural charge from an NBO analysis.
CARTESIAN COORDINATES (ANGSTROEM)
H1 -1.28055 -4.88544 -2.19323  0.19
C1 -1.18553 -6.35922 -0.63124  -0.60
H2 0.28316 -4.05258 -0.45159  0.19
H3 1.06770 -0.77855 -1.53375  0.23
N1 2.24168 4.25522 -0.85093  -0.60
O1 4.38708 3.53553 -0.49734  -0.57
H4 -2.88055 1.08798 0.41378  0.21
C2 -0.22769 4.58607 -0.64936  -0.25
H5 -2.22506 -2.34997 -0.76933  0.20
O2 3.08142 1.00725 2.24979  -0.50
H6 3.10600 3.56141 2.01007  0.27
H7 -2.14810 0.05758 1.64234  0.20
H8 -0.44984 -1.60497 0.97909  0.19
N2 1.77626 -0.38475 0.34532  -0.58
C3 -1.16517 3.68002 1.38684  -0.25
C4 -1.16466 -0.01320 -0.27911  -0.39
C5 2.61514 3.09916 1.14980  -0.46
H9 -2.02795 3.49896 2.00912  0.22
H10 2.37674 4.60317 -1.78668  0.42
H11 -1.44742 -6.46308 0.41955  0.20
C6 3.23521 3.61500 -0.16591  0.72
H12 -0.35027 5.09279 -1.59368  0.22
H13 0.20354 2.71811 2.74342  0.22
C7 -2.40976 0.12373 0.58830  -0.61
C8 -1.14542 -2.48013 -0.85959  -0.39
C9 2.12936 0.87331 0.05284  0.57
H14 -1.43401 0.09906 -1.33104  0.20
C10 -0.79053 -3.87844 -0.35761  -0.39
H15 -0.11957 -6.54850 -0.73800  0.20
C11 -0.44402 -1.35555 -0.08882  -0.22
H16 -2.61019 -4.80226 -1.03864  0.19
H17 1.49351 -2.21725 -0.57370  0.20
H18 -0.89342 -2.39665 -1.91910  0.20
H19 -2.29633 4.66711 -0.13040  0.22
H20 -1.04704 -3.95689 0.70167  0.19
C12 2.70052 1.60250 1.27243  0.54
H21 1.95020 -0.70322 1.28953  0.42
C13 -1.31484 4.34012 0.17844  -0.18
H22 -3.13498 -0.65536 0.36646  0.20
C14 1.02078 -1.23281 -0.54149  -0.22
H23 -0.48493 0.80408 -0.03000  0.21
C15 0.08547 3.23971 1.80536  -0.21
C16 1.01284 4.14742 -0.22975  0.17
C17 -1.53399 -4.96360 -1.13367  -0.39
H24 -1.72588 -7.11540 -1.19557  0.21
C18 1.16957 3.48719 0.99382  0.01
O3 2.00154 1.41533 -1.02847  -0.61

Record 4
Here is C23H37N3O6Si3Zr as an isolated structure from the OMol25 dataset. Energies are from ωB97M-V with the def2-TZVPD basis set.

As for the net charge: +2. As for the highest occupied orbital energy: -14.36 eV. The calculation puts the orbital gap at 0.25058 Ha. The calculation puts the relative energy (zero: lowest compared OMol25 entry of this formula, charge and spin) at 1.654 eV. The spin multiplicity is 1. The value obtained for the LUMO energy is -0.2770 Eh.

Each line ends with the Löwdin charge.
CARTESIAN COORDINATES (ANGSTROEM)
N1 1.48571 1.85789 1.85974  0.06
H1 -0.77804 4.56309 -2.83003  0.05
C1 2.62132 1.17771 1.94567  -0.33
H2 3.50024 -1.65779 1.27320  0.19
H3 -0.26223 -1.10315 -3.39338  0.09
C2 -2.15331 0.68053 -3.31741  -0.14
C3 -1.42981 1.47240 -0.22991  -0.58
N2 1.74278 -1.53506 0.04520  -0.05
C4 2.22444 3.11218 3.73724  0.01
N3 1.57206 -1.44415 2.35253  -0.21
H4 -1.28034 1.13266 -3.78468  0.04
H5 0.27914 5.14865 -0.62377  0.05
O1 3.56022 -7.41869 -1.53389  0.16
C5 0.84063 -3.79407 -0.19872  -0.03
H6 -1.93291 -0.09550 2.96924  0.04
H7 4.53320 0.77883 2.83959  0.14
C6 3.21697 -4.63677 -1.35733  0.03
C7 0.08667 4.29905 0.03583  -0.16
C8 -2.25441 2.82615 2.54103  -0.16
O2 2.62067 0.25287 0.90362  -0.08
H8 4.14179 -4.99206 -1.79094  0.14
H9 -2.02869 3.82546 2.17221  0.03
C9 2.17664 -5.54354 -1.17286  -0.11
C10 3.06742 -3.31496 -0.98304  0.00
C11 3.39874 2.37575 3.78862  0.02
O3 1.56374 -2.40503 3.01661  0.25
H10 -4.35928 -0.50547 -1.39970  0.05
H11 -0.64044 4.63983 0.77069  0.03
C12 -3.39162 -0.94671 -1.15915  -0.13
H12 -2.40370 -0.23113 -3.86564  0.06
C13 -4.40398 1.90136 0.63875  -0.15
O4 -0.52621 -0.71743 -1.37631  -0.47
H13 -3.14345 2.92202 3.16996  0.05
C14 1.02649 2.01784 -1.75716  -0.16
C15 0.98715 -5.11626 -0.59523  0.00
H14 -3.45075 -1.35729 -0.15514  0.03
H15 3.86922 -2.60641 -1.15483  0.13
H16 1.71455 1.50093 -1.04373  0.01
C16 1.28620 2.83263 2.75918  -0.08
Zr1 0.31816 0.24958 0.34880  1.89
C17 2.45111 -6.97878 -1.54484  -0.48
H17 -3.26593 -1.77999 -1.85827  0.05
H18 -0.74647 -2.51034 -2.40350  0.11
C18 2.55918 -1.16056 1.03181  -0.28
H19 -3.45479 -0.60265 2.27492  0.06
H20 0.18163 -5.81428 -0.40267  0.13
H21 -2.99803 1.35808 -3.45634  0.06
H22 1.02619 4.08681 0.54204  0.02
O5 0.53610 -0.67435 2.25972  -0.18
H23 -0.07735 -3.47010 0.28107  0.12
H24 -2.00832 -0.90117 1.39646  0.00
C19 -0.12567 -1.61850 -2.44579  -0.04
C20 -2.49451 -0.14077 2.03408  -0.18
H25 0.80636 1.30459 -2.55249  0.04
Si1 -2.00348 0.24282 -1.51489  0.40
H26 2.03464 3.90305 4.44808  0.13
H27 -1.45410 2.49663 3.20536  0.02
Si2 -0.52694 2.91430 -1.06565  0.42
H28 0.36662 3.39028 2.67690  0.10
O6 1.40403 -7.72628 -1.93456  0.14
H29 -5.07736 1.88063 1.49865  0.05
H30 -2.30658 4.29605 -2.01280  0.06
H31 0.60720 -7.19739 -2.04986  0.11
H32 -1.78268 3.19335 -3.28187  0.01
C21 3.62513 1.36406 2.85807  0.06
H33 -4.47228 2.90038 0.20168  0.05
H34 0.91673 -1.87761 -2.31379  0.08
C22 1.87891 -2.89248 -0.39296  -0.30
H35 1.75264 2.73508 -2.15066  0.08
H36 4.14435 2.58906 4.54273  0.14
Si3 -2.66078 1.56605 1.21679  0.42
C23 -1.44032 3.78542 -2.44152  -0.15
H37 -4.79022 1.19270 -0.09080  0.02

Among the records above, which one has the highest spin multiplicity?
C30H18Cl4N7O2ReS2

The highest spin multiplicity belongs to which entry?
C30H18Cl4N7O2ReS2

Please write out number 3 again, unchanged.
Here is a single C18H24N2O3 molecule from the OMol25 dataset. Energies are from ωB97M-V with the def2-TZVPD basis set.

As for the highest occupied orbital energy: -8.56 eV. The calculation puts the orbital gap at 0.31869 Ha. Its SMILES is CCCC[C@H](CC)CNC(=O)C(=O)[C@H]1C(=O)Nc2ccccc21. The calculation puts the relative energy (zero: lowest compared OMol25 entry of this formula, charge and spin) at 0.390 eV. The spin multiplicity is 1. The value obtained for the LUMO energy is 0.0042 Eh.

Each line ends with the natural charge from an NBO analysis.
CARTESIAN COORDINATES (ANGSTROEM)
H1 -1.28055 -4.88544 -2.19323  0.19
C1 -1.18553 -6.35922 -0.63124  -0.60
H2 0.28316 -4.05258 -0.45159  0.19
H3 1.06770 -0.77855 -1.53375  0.23
N1 2.24168 4.25522 -0.85093  -0.60
O1 4.38708 3.53553 -0.49734  -0.57
H4 -2.88055 1.08798 0.41378  0.21
C2 -0.22769 4.58607 -0.64936  -0.25
H5 -2.22506 -2.34997 -0.76933  0.20
O2 3.08142 1.00725 2.24979  -0.50
H6 3.10600 3.56141 2.01007  0.27
H7 -2.14810 0.05758 1.64234  0.20
H8 -0.44984 -1.60497 0.97909  0.19
N2 1.77626 -0.38475 0.34532  -0.58
C3 -1.16517 3.68002 1.38684  -0.25
C4 -1.16466 -0.01320 -0.27911  -0.39
C5 2.61514 3.09916 1.14980  -0.46
H9 -2.02795 3.49896 2.00912  0.22
H10 2.37674 4.60317 -1.78668  0.42
H11 -1.44742 -6.46308 0.41955  0.20
C6 3.23521 3.61500 -0.16591  0.72
H12 -0.35027 5.09279 -1.59368  0.22
H13 0.20354 2.71811 2.74342  0.22
C7 -2.40976 0.12373 0.58830  -0.61
C8 -1.14542 -2.48013 -0.85959  -0.39
C9 2.12936 0.87331 0.05284  0.57
H14 -1.43401 0.09906 -1.33104  0.20
C10 -0.79053 -3.87844 -0.35761  -0.39
H15 -0.11957 -6.54850 -0.73800  0.20
C11 -0.44402 -1.35555 -0.08882  -0.22
H16 -2.61019 -4.80226 -1.03864  0.19
H17 1.49351 -2.21725 -0.57370  0.20
H18 -0.89342 -2.39665 -1.91910  0.20
H19 -2.29633 4.66711 -0.13040  0.22
H20 -1.04704 -3.95689 0.70167  0.19
C12 2.70052 1.60250 1.27243  0.54
H21 1.95020 -0.70322 1.28953  0.42
C13 -1.31484 4.34012 0.17844  -0.18
H22 -3.13498 -0.65536 0.36646  0.20
C14 1.02078 -1.23281 -0.54149  -0.22
H23 -0.48493 0.80408 -0.03000  0.21
C15 0.08547 3.23971 1.80536  -0.21
C16 1.01284 4.14742 -0.22975  0.17
C17 -1.53399 -4.96360 -1.13367  -0.39
H24 -1.72588 -7.11540 -1.19557  0.21
C18 1.16957 3.48719 0.99382  0.01
O3 2.00154 1.41533 -1.02847  -0.61

Among the records above, which one has the highest spin multiplicity?
C30H18Cl4N7O2ReS2